C12H9PS in the gas phase in a non-equilibrium geometry, computed with the ωB97M-V functional and the def2-TZVPD basis.

Each line ends with the Löwdin spin population.
Positions of all 23 atoms, in Å:
S -2.145 2.281 -0.450  0.203
P 0.454 1.068 1.225  0.109
C -0.400 2.839 -2.243  -0.022
C 1.958 1.234 0.124  0.468
C -0.511 -1.278 0.022  0.017
C 0.186 -2.912 2.285  0.001
C 0.312 2.137 -1.239  0.248
C 0.478 -1.556 2.176  0.009
C 1.677 1.771 -1.086  0.237
C -0.813 -2.665 0.099  0.002
C -1.760 2.996 -1.918  0.184
C 0.072 -0.771 1.126  0.055
C -0.407 -3.471 1.185  0.002
C -0.564 1.690 -0.267  0.439
H -0.703 -0.658 -0.822  0.006
H 2.974 0.999 0.481  0.024
H 0.987 -1.049 3.098  0.004
H -0.001 3.265 -3.162  -0.005
H -2.547 3.450 -2.521  0.008
H 2.444 1.972 -1.760  0.009
H -1.488 -3.078 -0.648  0.001
H 0.299 -3.621 3.141  0.000
H -0.501 -4.641 1.155  0.000

## Properties
Multiplicity: 3
LUMO (alpha / beta) (eV): 0.77 / -2.46
HOMO (alpha / beta) (eV): -5.19 / -8.48
Expectation value of S²: 2.024
HOMO-LUMO gap (alpha / beta) (eV): 6.0 / 6.0